Here is C11H17AsCoN4S5Si as an isolated structure at a distorted geometry from OMol25. Energies are from the ωB97M-V functional and the def2-TZVPD basis.

```
40
Properties=species:S:1:pos:R:3:forces:R:3
Co 2.172464 -0.052101 -0.604337 -0.094 0.680 -0.395
C -0.313864 -1.839271 -1.865071 0.975 -0.293 -0.372
C -0.364995 -2.503160 -0.541631 -0.246 0.083 0.775
N -1.416636 -3.161757 -0.144392 -0.004 0.057 0.012
N -1.140118 -3.517036 1.146224 1.262 0.629 -0.429
C 0.090513 -3.197598 1.544190 1.858 0.697 0.011
S 0.900740 -3.523422 3.006046 -0.609 0.153 -0.633
N 0.618749 -2.510010 0.460310 -2.942 -0.323 0.192
N 1.828984 -1.868923 0.373455 -0.714 1.035 0.998
H -1.079092 -1.098016 -2.030212 -0.252 0.448 0.540
H -0.518265 -2.591724 -2.619282 0.217 -0.291 -0.158
H 0.684267 -1.413222 -2.085255 -0.553 -0.286 0.034
H -1.626438 -4.188793 1.658428 -1.243 -0.950 0.482
H 2.205272 -1.663660 1.309955 -0.136 -0.636 -0.371
H 2.366376 -2.520827 -0.197496 1.789 -0.574 -0.379
S 3.427373 -3.420878 -1.592562 0.582 0.082 -0.292
As 4.324381 -1.461840 -2.015260 0.134 -0.206 0.189
S 2.646428 -0.318203 -2.878651 0.063 0.275 -0.346
S 4.467529 -0.157770 -0.167350 -0.084 -0.440 -0.054
S 6.164666 -1.532571 -3.070508 -0.362 0.052 0.100
C 1.066938 2.243718 1.898120 1.821 -1.770 -0.579
Si 0.530419 1.679589 0.103656 0.301 1.000 0.663
C 0.676920 3.465505 -0.728933 0.912 -0.315 0.491
C -1.413352 1.530941 0.295125 0.505 0.936 -1.923
C -2.051082 1.068574 1.415565 0.009 -0.287 0.794
C -3.418069 1.103102 1.602103 -0.734 -1.936 1.471
C -4.279156 1.606463 0.651038 1.166 0.870 -1.114
C -3.664285 2.063610 -0.513861 1.111 0.366 -1.661
C -2.261180 2.003918 -0.754253 -0.524 -1.011 1.126
H 0.309590 2.745616 2.441052 -0.557 1.208 0.445
H 2.063465 2.735371 1.763466 -1.047 0.454 0.087
H 1.402080 1.429229 2.567940 -0.458 -0.199 -0.319
H 0.245241 4.272082 -0.112621 -0.378 -0.381 -0.252
H 0.260090 3.429347 -1.729202 -0.184 0.329 -0.218
H 1.746576 3.783676 -0.826985 -0.626 -0.617 -0.051
H -1.506846 0.585242 2.219039 0.361 0.129 -0.035
H -3.716452 0.455834 2.472601 -0.360 1.209 -0.706
H -5.338284 1.749368 0.642984 -0.543 -0.437 0.745
H -4.284755 2.451477 -1.339349 0.167 -0.214 0.463
H -1.806197 2.138115 -1.754103 -0.579 0.473 0.668
```
Positions in Å, forces in eV/Å.

Charge: -2
<S²>: 3.76
Strongest force on any atom, eV/A: 2.97
Multiplicity: 4
E_tot, eV: -178165.759

Here is C11H17BBaN6O3S as an isolated structure at a distorted geometry from OMol25. Energies are from the ωB97M-V functional and the def2-TZVPD basis.

```
40
Properties=species:S:1:pos:R:3:forces:R:3
C 2.819056 0.056832 -0.130890 -1.265 -0.119 -1.077
N 1.574132 0.082862 -0.671015 1.672 0.361 0.726
N 1.737047 0.165612 -2.041994 0.820 -0.197 -0.038
C 3.049576 0.127567 -2.349606 -0.981 0.008 0.003
C 3.782857 0.048716 -1.160957 -0.113 0.055 0.014
B 0.535699 0.284574 -3.016779 0.330 -0.060 0.326
N -0.474174 -0.832919 -2.621988 -0.509 -1.119 -1.128
N -0.877743 -1.062589 -1.314738 -1.565 -1.477 0.359
C -1.707323 -2.130728 -1.355768 1.307 1.346 -0.184
C -1.791487 -2.625019 -2.672563 -0.372 -0.364 0.302
C -1.006820 -1.765390 -3.442780 1.194 1.552 0.611
Ba 0.155926 -0.832996 1.430348 1.899 1.935 -0.030
N -0.129007 1.685474 -2.818413 -0.296 1.514 -1.788
N -0.544633 1.981058 -1.545048 -0.881 1.329 0.943
C -1.056629 3.208799 -1.560922 0.394 -0.804 -0.080
C -0.984633 3.735819 -2.865046 -0.744 1.049 1.429
C -0.386116 2.733254 -3.635796 1.491 -3.531 0.094
H -1.446906 3.662731 -0.668083 -0.035 0.047 0.085
H -0.126860 2.690953 -4.682245 -0.039 0.109 -0.053
H -1.319583 4.698808 -3.187516 -0.087 0.310 -0.222
H 0.892609 0.164849 -4.147094 -0.068 -0.051 0.006
H -0.773376 -1.749865 -4.495948 -0.119 -0.106 0.000
H 3.348529 0.167431 -3.388482 0.171 -0.005 0.185
H -2.337802 -3.488122 -3.006765 -0.114 -0.030 -0.120
H 4.853027 0.001633 -1.056674 0.043 0.084 -0.029
H -2.199786 -2.501951 -0.463700 0.138 0.049 -0.254
H 2.969714 0.067145 0.952068 -0.045 0.001 -0.329
H -2.545899 -1.183093 1.226762 0.009 -0.175 0.554
C -2.212204 -1.728873 2.132028 -1.059 -0.855 0.432
H -3.050005 -2.285639 2.568371 0.135 0.106 -0.384
H -1.422173 -2.464235 1.845734 -1.284 -0.103 0.555
H -1.888212 -1.036852 2.929610 -0.077 -0.154 -0.302
C 0.699080 -0.603866 5.200120 0.043 0.197 0.010
S 0.736699 0.831152 4.106762 0.259 0.667 0.989
O -0.618228 0.850775 3.473789 0.606 -0.549 -0.438
O 1.103918 2.001501 4.868303 -0.464 -1.194 -0.910
O 1.723997 0.433870 3.040342 -0.469 -0.189 -0.063
H -0.246787 -0.644306 5.751097 0.226 0.193 -0.169
H 1.532994 -0.520779 5.902303 -0.109 -0.032 -0.180
H 0.822826 -1.515293 4.598272 -0.039 0.202 0.152
```
Positions in Å, forces in eV/Å.

Charge: +2
Strongest force on any atom, eV/A: 3.83
E_tot, eV: -38954.321

Here is a 8-piece molecular cluster, C11H17Br6Cl15 overall from OMol25. Energies are from the ωB97M-V functional and the def2-TZVPD basis.

```
49
Properties=species:S:1:pos:R:3:forces:R:3
Cl 17.713364 -16.473434 2.066681 -0.018 0.039 0.082
C 18.060018 -16.460367 3.794743 0.247 -0.095 -0.013
Cl 19.485625 -15.471399 4.132943 -0.061 -0.045 0.014
Cl 18.272588 -18.106907 4.400838 0.074 0.109 -0.066
H 17.229136 -16.016577 4.326898 -0.047 -0.050 -0.077
Cl 15.303823 -18.959445 6.070482 -0.079 -0.087 0.029
C 14.327582 -17.562641 6.533909 0.128 -0.165 0.082
Cl 13.330239 -17.924796 7.939645 0.084 -0.045 0.073
Cl 13.337724 -17.035414 5.188233 -0.181 -0.104 -0.178
H 15.024969 -16.776355 6.792520 -0.123 0.131 0.030
Cl 16.519246 -14.390447 -0.650579 0.140 -0.041 0.055
C 15.738539 -12.903947 -1.139853 -0.218 0.243 -0.167
Cl 16.888360 -11.737838 -1.788809 0.112 -0.003 0.024
Cl 14.812236 -12.177877 0.183819 0.008 -0.072 0.056
H 15.035168 -13.124258 -1.931586 -0.018 -0.091 0.025
Cl 12.295804 -18.408915 0.546214 -0.204 -0.103 -0.149
C 13.932546 -17.810389 0.725087 0.145 -0.008 0.319
Cl 14.771748 -18.691528 2.005703 0.025 -0.027 -0.007
Cl 13.922443 -16.083076 1.081719 0.018 -0.031 -0.120
H 14.480664 -17.967693 -0.193596 -0.066 0.019 -0.078
Cl 8.113608 -10.202008 2.343272 -0.103 0.056 -0.040
C 7.576393 -11.849184 2.704624 0.153 0.224 0.200
Cl 7.575096 -12.837564 1.258760 0.059 -0.120 -0.074
Cl 6.003565 -11.866783 3.487116 -0.151 0.078 0.015
H 8.294193 -12.232626 3.415922 -0.033 -0.285 -0.069
Br 11.566118 -14.748934 7.610911 0.120 0.044 0.035
C 9.995645 -14.493812 6.514087 -0.481 0.113 -0.086
C 8.770440 -14.986840 7.251567 0.313 0.146 0.212
Br 7.178546 -14.278584 6.395374 -0.034 -0.185 -0.196
H 10.137923 -15.043173 5.587679 0.080 0.040 -0.019
H 9.904543 -13.434555 6.300079 0.185 0.009 0.020
H 8.734268 -14.591114 8.260725 0.067 -0.077 0.049
H 8.748860 -16.072031 7.272468 -0.280 0.005 -0.010
Br 11.001316 -12.542189 3.639076 0.048 0.174 0.002
C 12.475272 -13.798501 3.490918 0.110 -0.084 -0.342
C 13.770951 -13.081435 3.748875 -0.115 0.357 0.379
Br 15.221277 -14.359686 3.885147 0.137 0.230 -0.068
H 12.437670 -14.158580 2.468317 -0.077 -0.194 0.064
H 12.305229 -14.605125 4.195801 -0.070 0.032 0.041
H 13.738024 -12.523589 4.680748 0.079 -0.109 0.057
H 14.025319 -12.389166 2.954492 0.010 -0.128 -0.104
Br 14.390343 -9.667069 3.246880 0.040 0.170 -0.010
C 14.196623 -7.874838 4.006426 -0.445 -0.476 0.332
C 15.117826 -6.931624 3.308295 0.316 0.355 -0.342
Br 15.026262 -5.190423 4.183569 0.021 -0.075 -0.029
H 14.395130 -7.979862 5.068792 0.277 0.043 -0.049
H 13.143098 -7.628667 3.913139 0.060 0.159 -0.236
H 14.862397 -6.761923 2.266227 -0.233 -0.053 0.055
H 16.155255 -7.252780 3.323292 -0.018 -0.023 0.278
```
Positions in Å, forces in eV/Å.

Strongest force on any atom, eV/A: 0.73
E_tot, eV: -619774.247